A molecular structure, C38H40CeN3OPS5, computed with ωB97M-V with the def2-TZVPD basis set.

The geometry in XYZ format:
```
89
Properties=species:S:1:pos:R:3:forces:R:3
Ce -0.28936 1.97360 -0.09217 0.1 -0.2 0.1
S -0.01857 2.77716 2.47757 -0.2 0.3 0.5
C -1.76964 2.80661 2.77919 0.1 -0.1 0.1
C -2.22350 2.34789 4.02808 0.0 -0.1 -0.1
C -3.56946 2.30416 4.34509 0.0 0.0 0.0
C -4.53016 2.71677 3.42504 0.0 0.0 0.0
C -4.11604 3.20037 2.20035 0.2 0.0 0.0
C -2.75028 3.26216 1.87893 -0.3 0.0 0.2
S -2.39556 3.91063 0.25847 0.0 -0.2 -0.1
C -1.52914 5.45529 0.57478 0.2 0.1 0.0
C -0.02205 5.46984 0.46461 -0.1 -0.1 -0.1
C 0.64862 6.53045 1.05226 0.0 0.2 0.1
C 2.01168 6.64006 0.87874 0.1 0.1 0.1
C 2.66235 5.70627 0.08952 0.1 0.1 0.0
C 1.93121 4.67865 -0.47177 -0.1 0.0 0.0
C 2.60923 3.69380 -1.38006 0.0 0.1 0.1
S 2.61694 2.03660 -0.63093 0.0 0.0 0.0
C 2.59212 1.01344 -2.08485 0.1 -0.1 0.0
C 3.72945 0.23657 -2.30799 0.0 0.0 0.0
C 3.78065 -0.64150 -3.37596 0.0 0.0 0.0
C 2.68577 -0.73159 -4.23002 0.0 0.0 0.0
C 1.56233 0.05121 -4.01827 0.0 0.0 0.0
C 1.47883 0.93676 -2.93561 -0.1 0.1 -0.2
S 0.01005 1.93034 -2.77556 0.3 -0.2 -0.5
N 0.60736 4.53828 -0.25639 0.0 -0.1 0.0
H -1.48482 2.00929 4.74394 0.0 0.0 0.0
H -3.87535 1.94316 5.32035 0.0 0.0 0.0
H -5.58588 2.67799 3.66631 0.1 0.0 0.0
H -4.84654 3.54121 1.47533 0.1 0.0 0.0
H -1.85043 5.82302 1.54654 0.0 0.0 0.1
H -1.92197 6.14556 -0.17331 0.0 0.1 0.0
H 0.09911 7.25245 1.64401 0.0 0.0 0.0
H 2.56285 7.45003 1.34085 0.0 0.0 0.0
H 3.72722 5.76825 -0.09473 -0.1 0.0 0.0
H 3.63379 3.99496 -1.57817 0.0 0.0 0.0
H 2.05849 3.61767 -2.31391 -0.1 0.0 -0.1
H 4.57645 0.33444 -1.63776 -0.1 0.0 0.0
H 4.67449 -1.22647 -3.55804 0.0 0.0 0.0
H 2.71383 -1.40506 -5.07902 0.0 0.0 0.0
H 0.72001 -0.01297 -4.69674 0.0 0.0 0.0
C -0.07897 -5.57381 0.91257 0.0 -0.1 0.0
C -0.43055 -4.35136 0.07174 -0.1 0.0 0.1
C 0.70956 -3.89753 -0.82340 0.3 0.0 0.1
N 1.89251 -3.47118 -0.06204 -0.4 -0.2 -0.1
C 2.12038 -2.24021 0.35004 0.3 0.2 0.1
S 1.01763 -0.98000 0.14516 -0.3 0.0 0.1
N 3.31520 -1.96539 0.97789 -0.1 0.0 -0.1
C 4.48285 -2.72538 1.22439 0.0 0.1 -0.1
O 5.20350 -2.37112 2.12079 -0.1 0.0 0.1
C 4.83098 -3.85869 0.32089 -0.2 0.1 0.1
C 4.67635 -3.75147 -1.05717 0.0 0.0 -0.2
C 5.08095 -4.79604 -1.87514 0.0 0.0 0.0
C 5.62104 -5.94823 -1.31102 0.0 0.0 0.0
C 5.77015 -6.05139 0.06692 0.0 0.0 0.0
C 5.38770 -4.99831 0.88648 0.1 -0.2 0.0
H -0.92023 -5.89146 1.52984 0.0 0.0 0.0
H 0.75526 -5.36992 1.59172 -0.1 0.0 -0.1
H 0.20142 -6.42059 0.27940 0.0 0.1 0.0
H -0.72171 -3.51551 0.71506 0.0 0.0 0.0
H -1.28728 -4.56582 -0.57271 0.0 0.0 0.0
H 0.40906 -3.07052 -1.46076 0.0 0.1 0.0
H 1.04653 -4.71207 -1.46672 0.0 0.0 0.0
H 2.59508 -4.16972 0.13175 0.0 0.0 0.0
H 3.31368 -1.08819 1.47942 0.0 0.0 0.0
H 4.24810 -2.85174 -1.48712 0.0 0.0 0.0
H 4.98070 -4.71256 -2.95051 0.0 0.0 0.0
H 5.93092 -6.76729 -1.94980 0.0 0.1 0.0
H 6.19705 -6.94571 0.50285 0.0 0.0 0.0
H 5.52567 -5.04822 1.95999 0.0 0.0 -0.1
C -2.55362 -0.85789 -1.26248 -0.2 -0.1 0.1
P -2.92283 0.41761 0.00560 0.2 -0.4 -0.2
C -2.58609 -0.46963 1.56519 -0.2 -0.1 0.0
C -4.73121 0.53145 -0.08009 0.0 0.2 0.0
C -5.53931 0.28485 1.02695 -0.1 0.0 0.0
C -6.92116 0.40683 0.92313 0.1 0.0 0.0
C -7.49989 0.78235 -0.28009 0.0 0.0 0.0
C -6.69694 1.04429 -1.38432 0.0 0.0 0.0
C -5.31975 0.92573 -1.28341 0.0 0.0 0.0
H -2.78970 -0.46351 -2.24905 0.0 0.0 0.0
H -3.14719 -1.75353 -1.07110 0.0 0.0 -0.1
H -1.49764 -1.12540 -1.26088 0.1 0.1 0.1
H -3.19315 -1.37334 1.63856 0.0 0.0 0.0
H -2.78339 0.17853 2.41935 0.0 0.0 0.0
H -1.53801 -0.76614 1.60621 0.1 0.0 -0.1
H -5.10285 0.00624 1.97936 0.0 0.0 -0.1
H -7.54272 0.20924 1.78792 0.0 0.0 0.0
H -8.57586 0.87501 -0.35892 0.0 0.0 0.0
H -7.14269 1.34813 -2.32296 0.0 0.0 0.0
H -4.70356 1.15128 -2.14813 0.0 0.0 0.0
```
Positions in Å, forces in eV/Å.

The net charge is +1. The total energy comes out at -4518.9476 Eh. The calculation puts the strongest force on any atom at 0.6 eV/Å. The spin multiplicity is 2. The value obtained for the frontier orbital gap (spin up / spin down) is 7.822 / 7.827 eV.

A molecular structure, C38H40ClN8PS2Ti at a distorted geometry, computed with ωB97M-V with the def2-TZVPD basis set.

The geometry in XYZ format:
```
91
Properties=species:S:1:pos:R:3:forces:R:3
Ti 1.24419 -0.17641 1.24332 0.7 -1.7 1.2
S 1.79340 1.52944 2.87815 -1.9 -1.1 -0.3
C 3.22718 2.13814 2.21373 2.9 0.7 -0.5
C 3.71452 3.43445 2.59912 0.7 -1.1 -0.2
C 5.06221 3.76991 2.37995 -1.0 -0.4 -0.5
C 5.55825 4.94126 2.99811 1.2 2.9 1.1
N 5.98589 5.89073 3.53058 -1.0 -2.0 -1.1
C 5.94703 2.94804 1.62629 -1.2 -0.5 0.3
C 5.50375 1.67713 1.31619 -1.4 -0.8 -0.6
C 4.14064 1.25441 1.53063 0.7 2.2 0.7
S 3.61013 -0.28278 0.94642 -1.2 -0.5 0.1
C 7.21949 3.42847 1.19150 1.7 0.7 0.8
N 8.27320 3.89689 1.05581 -1.4 -0.7 -0.2
H 3.08998 4.15199 3.13777 0.2 -0.5 -0.1
H 6.16318 0.95604 0.83883 0.0 0.3 -0.1
C -1.79996 1.06699 2.86654 0.9 -1.0 -0.3
N -1.06496 0.31848 3.89750 -0.6 -1.2 -0.6
C -1.29825 0.59561 5.33033 0.8 -0.6 0.0
C -0.52936 -0.58595 6.00750 -0.1 0.0 0.2
N 0.05574 -1.32306 4.88253 -0.7 0.1 -1.9
C 0.79088 -2.56275 5.09677 -0.4 -0.6 -1.2
C -0.40964 -0.85152 3.68775 1.5 1.0 1.2
N -0.00421 -1.29776 2.42444 -1.2 0.5 0.8
C -0.55568 -2.61299 1.93373 0.2 0.2 0.3
C -0.25329 -2.61300 0.46776 -0.1 -1.6 -0.8
N 1.06920 -2.03252 0.29410 -0.8 1.7 1.2
C 1.93382 -2.57009 -0.54561 1.8 -0.2 -2.4
N 2.81586 -3.55066 -0.29480 -0.8 0.0 0.9
C 2.68920 -4.40905 0.85081 0.9 0.6 1.8
C 3.71604 -3.80519 -1.39878 0.4 -1.2 0.1
C 3.32989 -2.73774 -2.35763 0.2 1.3 -1.7
N 2.14616 -2.10773 -1.78140 -0.3 -0.1 -0.5
C 1.33090 -1.21745 -2.64208 0.1 -1.0 0.3
H -1.17545 1.87335 2.49847 -0.1 0.5 0.1
H -2.00799 0.40962 2.00898 -0.1 0.1 0.3
H -2.71925 1.40032 3.30385 -0.5 0.4 0.0
H -2.35760 0.61584 5.60621 0.1 -0.1 -0.4
H -0.86496 1.56914 5.56945 0.0 -0.1 0.1
H -1.16171 -1.30259 6.55847 0.0 0.6 0.0
H 0.26537 -0.21869 6.67562 -0.3 -0.2 -0.2
H 1.16088 -2.54928 6.09108 0.4 0.0 0.8
H 1.62020 -2.72575 4.39266 -0.2 0.6 0.2
H 0.15441 -3.45092 4.96975 -0.1 0.3 0.3
H -1.62384 -2.80621 2.10081 0.0 0.8 0.1
H -0.08470 -3.48690 2.37914 0.5 0.1 0.4
H -0.98342 -2.09172 -0.13477 -0.4 0.6 0.0
H -0.31731 -3.65350 0.05697 0.3 0.6 0.4
H 3.20597 -5.33484 0.65853 -0.1 -0.4 -0.2
H 1.64246 -4.58456 1.09856 0.2 -0.1 0.0
H 3.21721 -3.97589 1.76157 -0.7 -0.3 -1.0
H 3.58371 -4.81620 -1.83362 -0.1 0.4 0.4
H 4.76510 -3.72867 -1.11531 -0.1 0.0 0.3
H 3.09508 -3.16474 -3.34919 0.1 0.4 0.3
H 4.10477 -1.94668 -2.47252 -0.4 -0.6 -0.1
H 1.38762 -1.66703 -3.67917 -0.5 0.6 1.2
H 1.81428 -0.25128 -2.66290 0.0 0.4 -0.2
H 0.30145 -1.11965 -2.21807 0.8 -0.2 -0.6
Cl 0.93131 1.45899 -0.43792 -1.0 1.2 -1.9
C -0.36970 2.50926 -1.40945 -1.5 0.5 -0.6
C -0.05057 3.82327 -1.47282 2.1 2.4 -0.2
C -0.85859 4.81956 -2.15985 1.4 -2.3 1.4
C -2.11318 4.40465 -2.51681 -1.2 0.3 -0.1
C -2.59699 3.09731 -2.25438 3.6 0.6 0.1
C -1.60634 2.10701 -1.95265 -1.3 -0.4 1.4
P -2.06576 0.35021 -2.01473 1.0 -1.5 0.6
C -2.20193 0.01715 -3.79393 0.3 -0.1 -0.5
C -2.80142 -1.18745 -4.21136 0.6 -0.9 -0.1
C -3.05519 -1.39986 -5.57438 -1.3 -0.5 0.3
C -2.84352 -0.34571 -6.50731 -0.2 -2.6 0.8
C -2.14611 0.73866 -6.09879 0.3 0.9 0.0
C -1.79117 0.91499 -4.75846 0.1 0.6 -0.3
C -3.79802 0.27930 -1.62289 -1.1 0.1 -0.9
C -4.30726 -0.45395 -0.54867 2.4 -0.7 0.4
C -5.60207 -0.43982 -0.18492 -2.6 2.0 -1.7
C -6.50696 0.30314 -0.98630 1.9 -0.5 -0.9
C -6.04947 0.78237 -2.25658 -1.2 0.0 1.3
C -4.70312 0.81930 -2.56600 0.0 -0.1 0.4
H 0.93639 4.14191 -1.07530 -0.8 -0.1 -0.2
H -0.46508 5.83674 -2.24757 -0.3 -0.5 -0.1
H -2.74866 5.14456 -2.99801 -0.3 -0.2 0.3
H -3.63075 2.87364 -2.16592 -0.6 -0.3 -0.8
H -2.92299 -2.01231 -3.45487 -0.3 0.9 -0.9
H -3.57882 -2.36528 -5.87080 0.9 1.4 0.2
H -3.10935 -0.51472 -7.53669 -0.1 0.2 -0.2
H -1.93385 1.46708 -6.86142 0.4 0.4 0.1
H -1.20906 1.79727 -4.49142 -0.3 -0.1 0.0
H -3.65324 -1.12708 0.02264 0.2 0.6 -0.2
H -6.02434 -0.92464 0.64672 0.0 -0.7 1.0
H -7.50313 0.42284 -0.61161 -0.5 0.0 -0.4
H -6.78218 1.13911 -2.97389 0.1 0.2 0.2
H -4.35658 1.26800 -3.52411 -0.3 -0.5 0.9
```
Positions in Å, forces in eV/Å.

The net charge is +2. The total energy comes out at -4356.9031 Eh. The calculation puts the strongest force on any atom at 3.7 eV/Å. The value obtained for the frontier orbital gap is 5.931 eV.